No. 1
15
Properties=species:S:1:pos:R:3 method="wB97M-V/def2-TZVPD" gap_ev=9.57 smiles=CNCN.O
H 0.60 0.44 0.88
C 0.58 -0.62 0.70
H -0.51 0.59 -2.49
O -2.70 0.33 2.19
H 1.95 0.91 -1.02
N 0.01 1.07 -1.76
H -2.39 -0.28 2.87
N 0.91 -0.93 -0.70
C 1.19 0.28 -1.49
H -0.39 -1.05 0.93
H 1.62 -0.09 -2.41
H 1.70 -1.56 -0.77
H 1.27 -1.11 1.40
H -3.21 1.01 2.65
H -0.64 1.03 -0.98

=====

No. 2
10
Properties=species:S:1:pos:R:3 method="wB97M-V/def2-TZVPD" gap_ev=10.78
C -1.75 -0.89 -2.49
C 0.04 -0.19 0.84
C -0.81 -1.51 -2.02
H 0.07 -2.00 -1.60
C 0.34 1.08 1.00
H -0.84 -0.99 0.23
H 0.71 1.40 1.95
H 0.39 -0.64 1.89
F -2.34 0.06 -3.03
H -0.04 1.70 0.21

=====

No. 3
22
Properties=species:S:1:pos:R:3 method="wB97M-V/def2-TZVPD" gap_ev=11.22 charge=+1
H -2.03 -2.42 0.13
H -2.16 1.62 0.84
H 2.72 0.60 0.54
H -0.88 -0.02 1.62
H 0.72 -1.74 0.73
H 0.33 1.27 1.18
H 2.58 -0.28 -1.86
N 1.77 -0.06 -1.28
H -2.75 -1.58 -0.99
H -1.11 2.68 -0.04
H -2.40 1.85 -1.00
C 2.25 -0.30 0.12
H 1.25 -0.92 -1.50
H 1.32 -0.72 2.08
C -0.10 0.31 0.91
H 0.06 0.90 -1.05
C -1.68 1.75 -0.15
C 1.08 -0.72 1.02
N -0.75 0.64 -0.45
H 3.03 -1.05 0.21
H -1.18 -0.27 -0.78
O -2.08 -1.56 -0.30

=====

No. 4
79
Properties=species:S:1:pos:R:3 method="wB97M-V/def2-TZVPD" spin_multiplicity=5 gap_ev="4.32 / 6.48" charge=-1
N -2.32 -1.32 -1.60
C 1.93 1.35 2.76
N -4.54 -4.84 -5.05
H -2.23 -0.86 2.24
C 0.27 -1.72 2.19
H 6.36 0.31 2.65
C -3.41 3.49 1.31
H -5.34 -2.19 -2.86
H 4.32 0.22 -2.44
H 1.13 1.52 -3.94
H 3.06 0.80 5.71
C 5.36 -0.03 2.41
H -2.91 -2.04 1.10
C 3.46 0.19 -1.75
O -2.24 1.43 1.05
C -1.56 -2.23 -2.29
Cr -1.81 0.05 -0.21
C 0.02 0.06 -0.93
Cl -4.88 6.09 -1.36
C -2.05 -1.41 1.32
H 5.11 -0.87 3.07
C 1.00 0.13 -1.65
H 0.12 -0.80 2.75
H 1.82 -1.23 6.39
C 2.06 1.51 -3.36
C -0.80 -2.17 1.39
H 2.05 2.37 -2.70
H 2.28 -2.02 2.87
C -3.67 -1.36 -1.85
H 0.78 -1.11 4.97
H -0.50 -2.17 -2.09
H 2.94 -0.95 -4.21
H -4.27 -0.64 -1.29
C 2.12 -1.00 -3.50
C -2.84 2.47 0.56
N 3.00 0.68 2.22
C -3.48 3.75 -2.90
C -3.52 3.72 -1.49
H 2.87 0.60 1.22
N 1.81 1.30 4.11
H 1.18 -1.02 -4.05
H 2.61 -4.07 1.53
C -4.09 4.70 -0.65
C 1.67 -3.55 1.49
I -3.24 3.32 3.39
H 0.76 -4.93 0.13
C 2.42 0.30 4.98
N -2.37 1.57 -1.56
C 1.47 -2.39 2.24
C -4.27 -2.22 -2.71
H 3.52 1.07 -1.10
H 0.97 1.74 4.45
C -2.93 2.60 -0.87
C -4.03 4.59 0.71
H -1.39 -3.75 0.04
H 3.53 -0.71 -1.14
H -1.82 0.82 -3.36
H 2.90 1.59 -4.05
H 5.35 -0.40 1.38
C -2.31 1.65 -2.87
C 2.15 0.21 -2.55
C -2.07 -3.13 -3.17
H 4.66 1.95 1.94
C 4.36 1.10 2.57
C -3.48 -3.17 -3.42
H -2.80 2.74 -4.65
C -0.59 -3.36 0.66
H -3.93 4.58 -3.43
H 2.20 -1.93 -2.93
H 4.35 1.45 3.60
H 0.68 0.11 6.24
C -4.06 -4.09 -4.31
H -4.46 5.37 1.33
C 0.63 -4.02 0.71
C 1.36 -0.53 5.69
H 3.05 -0.34 4.36
H -1.41 -3.82 -3.68
S 0.83 2.16 1.83
C -2.86 2.72 -3.57

=====

No. 5
74
Properties=species:S:1:pos:R:3 method="wB97M-V/def2-TZVPD" spin_multiplicity=3 gap_ev="7.29 / 6.85"
C 1.09 2.67 -3.67
Au -0.45 0.25 0.29
C -0.95 -1.23 5.76
H -2.67 0.36 -4.53
C 5.37 0.23 -1.12
C 5.68 -0.53 1.58
S 2.85 -0.29 1.79
H -5.53 4.24 -0.38
O 2.55 -1.64 2.22
Cl -3.50 -0.75 1.09
H 0.83 -2.87 -3.78
O 0.63 -1.41 -2.38
C 4.44 -0.25 1.04
C -3.41 -0.19 -3.96
H -2.21 -4.06 2.74
N -0.17 0.11 2.53
H -0.54 -1.00 6.74
C -0.86 -2.76 1.92
H 0.90 0.52 6.18
C -5.98 2.21 0.19
H -0.44 -2.95 0.08
C -3.15 1.86 0.33
C 4.27 0.12 -0.28
H -0.22 1.45 5.17
N 2.03 0.15 0.48
H -3.73 -0.83 -1.91
N -0.34 -2.31 0.86
C 0.02 2.21 -2.72
P -0.42 -0.32 -1.99
C -2.98 -0.31 -2.51
H 2.43 -1.57 -5.21
H 0.75 2.58 -4.70
O 2.42 0.73 -1.69
N -0.88 -2.05 3.13
C -4.08 0.81 0.61
H 0.34 2.23 -1.68
C -0.36 -0.80 3.42
C 6.78 -0.41 0.74
C 6.62 -0.04 -0.60
H 1.30 3.73 -3.48
C -5.45 0.98 0.55
H 7.50 0.04 -1.23
H -1.97 -0.83 5.71
C 0.51 0.63 5.17
O -0.38 0.85 -3.07
H -2.84 0.68 -2.07
H -1.59 -4.53 1.25
H -0.93 -2.66 3.93
C 2.22 -1.26 -4.18
H 5.79 -0.81 2.62
H -6.09 0.14 0.78
H -3.53 -1.18 -4.40
O -1.77 -1.07 -2.42
H 0.07 -1.40 -4.38
H 2.24 -0.17 -4.14
Cl -2.75 4.46 -0.37
O 2.77 0.74 2.82
C 2.82 0.36 -0.60
N -0.07 -0.64 4.77
H 0.24 0.94 2.92
N -1.42 -4.02 2.10
H 3.00 -1.64 -3.53
C -3.77 3.11 0.00
H -7.05 2.34 0.13
C -5.13 3.28 -0.09
H -0.99 -2.32 5.71
H -0.89 2.81 -2.81
N -1.83 1.83 0.35
H 1.35 0.88 4.53
C 0.87 -1.78 -3.76
H -4.36 0.33 -4.03
H 5.22 0.53 -2.15
H 7.77 -0.61 1.12
H 2.01 2.11 -3.52

=====

No. 6
19
Properties=species:S:1:pos:R:3 method="wB97M-V/def2-TZVPD" gap_ev=9.27 smiles=CB(C)c1nc(C)cs1
C 2.11 0.37 -0.03
H 2.61 2.42 -0.06
H -2.38 1.67 0.47
C -2.51 -1.42 -0.84
N 0.79 0.65 -0.05
H 3.48 1.45 -1.25
H -1.97 0.82 1.93
H -3.54 0.54 1.16
S 0.95 -1.88 0.27
H -1.87 -2.25 -1.14
C 3.10 1.47 -0.23
H 3.35 -1.44 0.21
C 0.05 -0.38 0.09
C 2.40 -0.96 0.14
H 3.94 1.36 0.45
H -3.42 -1.83 -0.40
B -1.81 -0.38 0.08
H -2.81 -0.92 -1.76
C -2.48 0.71 0.97

=====

It is found that the relative energy (zero: lowest compared OMol25 entry of this formula, charge and spin) values, taken in the order of the records, are 62.2; 464.8; 99.8; 126.9; 45.8; 0.0 kJ/mol.
It is found that the calculated total energy values, taken in the order of the records, are -7263.27862; -6940.39943; -9412.62784; -104184.18017; -95963.72245; -19385.66747 eV.